1.
ORCA calculation (the ωB97M-V functional and the def2-TZVPD basis) on a cluster of 2 separate species, C4H8NO3 in total in a non-equilibrium geometry.

Its spin multiplicity is 2. The charge is -2. Its LUMO energy (spin up / spin down) is 0.25009 / 0.20712 hartree. The calculation puts the energy above the lowest of the compared OMol25 structures with the same formula, charge and spin at 1.878 eV. The highest occupied orbital energy (spin up / spin down) is 0.22 / 0.43 eV.

Structure (XYZ):
```
16
C4H8NO3 the ωB97M-V functional and the def2-TZVPD basis
C 1.769 0.577 1.017
C 2.182 -0.751 0.239
C 1.156 -1.349 -0.731
O 1.473 -2.663 -0.985
N 2.418 1.848 0.961
C -2.946 1.100 -0.194
O -4.134 1.032 -0.597
O -2.191 0.230 0.266
H 1.854 0.257 2.065
H 0.663 0.609 0.872
H 2.316 -1.548 0.967
H 3.145 -0.504 -0.242
H 0.183 -1.353 -0.188
H 1.149 -0.785 -1.688
H 2.020 2.266 0.108
H -2.498 2.141 -0.332
```

=====

2.
ORCA calculation (the ωB97M-V functional and the def2-TZVPD basis) on a structure of composition C27H23HfN5O8 in a non-equilibrium geometry.

Its spin multiplicity is 1. The charge is 0. Its LUMO energy is -0.00846 hartree. The calculation puts the energy above the lowest of the compared OMol25 structures with the same formula, charge and spin at 1.057 eV. The highest occupied orbital energy is -8.34 eV.

Structure (XYZ):
```
64
C27H23HfN5O8 the ωB97M-V functional and the def2-TZVPD basis
Hf 0.085 -0.527 -0.360
O 0.902 2.127 -6.031
C 0.655 1.439 -4.870
C 1.567 0.487 -4.401
C 1.267 -0.156 -3.236
N 0.152 0.171 -2.553
C -0.658 1.152 -2.900
C -0.356 1.888 -4.046
C -1.589 1.711 -1.755
O -2.289 2.666 -1.931
O -1.386 1.011 -0.635
C 2.139 -1.201 -2.556
O 3.141 -1.558 -3.085
O 1.678 -1.474 -1.378
H 1.581 1.621 -6.564
H 2.454 0.114 -4.957
H -0.782 2.798 -4.368
C 4.196 -1.226 3.230
O 3.253 -0.137 2.895
C 2.038 -0.088 3.501
C 1.898 0.148 4.834
C 0.567 0.140 5.401
C -0.499 -0.137 4.567
C -0.360 -0.490 3.190
C -1.509 -0.925 2.481
N -1.457 -1.064 1.220
N -2.639 -1.649 0.547
C -2.332 -2.076 -0.608
O -1.102 -1.968 -1.113
C -3.345 -2.553 -1.601
C -4.604 -1.989 -1.615
C -5.544 -2.400 -2.542
C -5.244 -3.355 -3.509
C -3.964 -3.941 -3.508
C -3.063 -3.484 -2.543
C 0.958 -0.492 2.642
O 1.179 -0.853 1.384
H 5.162 -1.018 2.717
H 3.770 -2.204 3.009
H 4.355 -1.228 4.304
H 2.733 0.483 5.435
H 0.391 0.416 6.460
H -1.546 -0.080 4.919
H -2.478 -1.129 2.938
H -4.842 -1.269 -0.820
H -6.498 -1.932 -2.623
H -5.881 -3.679 -4.296
H -3.566 -4.555 -4.302
H -2.063 -3.885 -2.607
C 0.119 3.571 3.127
C 0.799 2.857 2.030
C 2.112 2.693 1.833
C 2.265 1.896 0.676
N 1.063 1.645 0.164
N 0.204 2.231 1.020
C 3.460 1.335 -0.022
H 0.776 4.274 3.681
H -0.138 2.884 3.924
H -0.804 4.073 2.761
H 2.919 3.160 2.409
H -0.718 2.119 0.746
H 3.885 0.505 0.504
H 4.304 2.067 -0.156
H 3.231 1.043 -1.058
```

=====

3.
ORCA calculation (the ωB97M-V functional and the def2-TZVPD basis) on an isolated molecule of C5H5F2N3 in a non-equilibrium geometry.

Its spin multiplicity is 1. The charge is 0. Its LUMO energy (spin up / spin down) is -0.02898 / -0.02161 hartree. The calculation puts the energy above the lowest of the compared OMol25 structures with the same formula, charge and spin at 5.068 eV. The highest occupied orbital energy (spin up / spin down) is -9.19 / -7.99 eV.

Structure (XYZ):
```
15
C5H5F2N3 the ωB97M-V functional and the def2-TZVPD basis
C 2.320 0.707 -0.934
C 0.856 -0.032 0.406
C -1.451 -1.073 0.407
C -0.347 -0.390 1.149
C -2.395 0.159 -0.314
N 2.794 0.794 0.312
N 1.884 0.373 1.104
N 1.100 0.111 -0.917
F -1.656 1.119 -1.028
F -3.076 0.742 0.659
H 2.842 0.806 -1.827
H -0.967 -1.701 -0.354
H -2.141 -1.600 0.992
H -0.404 -0.047 2.150
H 0.640 0.032 -1.804
```

=====

4.
ORCA calculation (the ωB97M-V functional and the def2-TZVPD basis) on a structure of composition C31H36F8IN3O27P in a non-equilibrium geometry.

Its spin multiplicity is 1. The charge is +1. Its LUMO energy is -0.18990 hartree. The highest occupied orbital energy is -12.45 eV.

Structure (XYZ):
```
107
C31H36F8IN3O27P the ωB97M-V functional and the def2-TZVPD basis
N 1.751 -1.415 1.874
C 0.445 -1.816 1.383
C -0.110 -0.818 0.367
N -1.208 0.101 0.863
I -1.284 1.660 -0.603
C -2.564 -0.496 0.915
C -2.773 -1.846 0.884
C -4.026 -2.406 0.952
N -5.122 -1.657 1.015
C -4.898 -0.357 1.018
C -3.693 0.286 0.992
P -0.796 0.931 2.400
O 0.496 1.554 2.246
O -0.908 -0.066 3.608
O -1.888 2.057 2.631
H 2.084 -2.198 2.423
H 1.693 -0.587 2.456
H -0.292 -2.052 2.169
H 0.579 -2.759 0.852
H 0.722 -0.167 0.104
H -0.475 -1.319 -0.527
H -1.928 -2.516 0.793
H -4.142 -3.481 0.947
H -5.771 0.287 1.029
H -3.647 1.361 1.001
H -1.513 -0.802 3.426
H -2.576 1.699 3.223
C -5.450 5.770 -1.316
C -5.281 4.435 -0.633
O -4.182 3.876 -1.339
C -3.423 4.918 -1.774
O -2.304 4.798 -2.162
O -4.100 6.078 -1.699
F -6.361 3.638 -0.798
H -6.075 5.699 -2.207
H -5.854 6.535 -0.659
H -5.039 4.498 0.430
C -3.651 -1.609 5.301
C -5.106 -1.775 5.663
O -5.636 -0.488 5.375
C -4.889 0.048 4.384
O -5.219 0.985 3.735
O -3.720 -0.642 4.233
F -5.261 -2.035 6.974
H -3.067 -1.199 6.126
H -3.192 -2.536 4.963
H -5.639 -2.526 5.077
C 0.363 3.352 -4.459
C 0.579 2.018 -3.790
O 1.660 1.472 -4.515
C 2.399 2.536 -4.972
O 3.504 2.449 -5.382
O 1.692 3.686 -4.874
F -0.510 1.199 -3.937
H -0.285 3.272 -5.334
H -0.041 4.105 -3.786
H 0.844 2.080 -2.741
C 4.111 -0.424 4.206
C 4.702 -0.316 5.590
O 3.802 -1.090 6.367
C 3.279 -2.037 5.542
O 2.697 -3.002 5.902
O 3.515 -1.729 4.236
F 4.690 0.960 6.038
H 3.338 0.328 4.031
H 4.857 -0.355 3.418
H 5.709 -0.724 5.687
C 3.581 -0.616 -2.720
C 4.215 -0.504 -1.356
O 3.336 -1.272 -0.541
C 2.789 -2.214 -1.352
O 2.215 -3.183 -0.963
O 2.981 -1.918 -2.653
F 4.220 0.778 -0.909
H 2.805 0.135 -2.877
H 4.300 -0.555 -3.532
H 5.222 -0.915 -1.288
C -2.718 -0.732 -5.043
C -2.973 -2.069 -5.692
O -4.266 -1.901 -6.238
C -4.408 -0.569 -6.519
O -5.247 -0.113 -7.212
O -3.443 0.159 -5.889
F -3.005 -3.070 -4.774
H -3.123 -0.681 -4.030
H -1.664 -0.475 -5.015
H -2.271 -2.330 -6.485
C 4.085 -5.546 -1.314
C 4.520 -6.977 -1.118
O 5.588 -7.102 -2.039
C 6.145 -5.862 -2.173
O 7.203 -5.645 -2.651
O 5.315 -4.907 -1.671
F 3.538 -7.848 -1.455
H 3.371 -5.441 -2.131
H 3.663 -5.103 -0.418
H 4.877 -7.209 -0.113
C 3.539 5.397 0.486
C 3.923 4.116 1.183
O 2.892 3.227 0.771
C 2.475 3.655 -0.442
O 1.817 3.002 -1.193
O 2.903 4.903 -0.701
F 3.885 4.243 2.529
H 2.824 5.982 1.066
H 4.393 6.022 0.242
H 4.891 3.710 0.886
```

=====

5.
ORCA calculation (the ωB97M-V functional and the def2-TZVPD basis) on the ion C6H12NO2S with charge +1 in a non-equilibrium geometry.

Its spin multiplicity is 1. The charge is +1. Its SMILES is C/C(=C/O)SC/[N+](C)=C\O. Its LUMO energy is -0.13189 hartree. The calculation puts the energy above the lowest of the compared OMol25 structures with the same formula, charge and spin at 0.302 eV. The highest occupied orbital energy is -12.46 eV.

Structure (XYZ):
```
22
C6H12NO2S the ωB97M-V functional and the def2-TZVPD basis
C 0.682 -2.795 0.631
C 0.855 -1.525 -0.124
C 0.538 -1.351 -1.405
O 0.654 -0.146 -2.034
S 1.673 -0.167 0.721
C 0.246 0.740 1.447
N -0.585 1.347 0.427
C -1.894 0.773 0.215
C -0.157 2.342 -0.277
O 1.010 2.859 -0.048
H 0.211 -2.610 1.595
H 1.651 -3.252 0.825
H 0.074 -3.500 0.070
H 0.131 -2.168 -1.987
H 0.787 -0.281 -2.978
H 0.701 1.509 2.070
H -0.357 0.068 2.053
H -2.334 1.130 -0.713
H -1.812 -0.314 0.171
H -2.544 1.039 1.050
H -0.800 2.724 -1.067
H 1.267 3.580 -0.641
```

=====

6.
ORCA calculation (the ωB97M-V functional and the def2-TZVPD basis) on an isolated molecule of C2FN5 in a non-equilibrium geometry.

Its spin multiplicity is 1. The charge is 0. Its LUMO energy (spin up / spin down) is -0.07952 / -0.07955 hartree. The calculation puts the energy above the lowest of the compared OMol25 structures with the same formula, charge and spin at 3.231 eV. The highest occupied orbital energy (spin up / spin down) is -10.33 / -10.33 eV.

Structure (XYZ):
```
8
C2FN5 the ωB97M-V functional and the def2-TZVPD basis
C -2.201 -0.388 0.059
C -0.916 0.074 0.297
N -3.247 -0.885 -0.164
N -0.115 0.920 0.031
N 1.026 1.430 -0.024
N 2.062 0.564 -0.071
N 1.648 -0.624 -0.117
F 2.753 -1.547 0.018
```

=====

Which of these has the highest spin multiplicity?
C4H8NO3